[1]
Here is a 2-piece molecular cluster, CH7N5S overall from the Open Molecules 2025 dataset. Energies are from the ωB97M-V functional and the def2-TZVPD basis.

CARTESIAN COORDINATES (ANGSTROEM)
C1 0.0203 0.3326 1.4891
N1 0.4426 1.4175 2.0950
N2 -0.2765 -0.9831 -1.8336
N3 -0.5798 -0.2030 -2.7340
N4 0.2029 1.9028 3.3296
N5 0.2184 -2.1555 -2.0558
S1 -0.2950 -1.0155 0.8948
H1 1.1799 1.9349 1.6858
H2 -1.2989 0.5915 -2.5562
H3 -0.4133 -0.4508 -3.7044
H4 -0.3750 1.2345 3.7781
H5 0.2902 2.8610 3.6547
H6 0.2101 -2.7549 -1.2107
H7 0.6740 -2.7120 -2.8325

Values from the calculation:
Total energy: -19414.056 eV
LUMO level: -9.187 eV
Charge: +2
F_max: 3.62 eV/Å
Energy above the lowest of the compared OMol25 structures with the same formula, charge and spin: 74.3 kJ/mol
Kohn-Sham gap: 7.6 eV

Mulliken atomic charge list, values in e, 5 entries:
1. C 0.692
2. N 0.140
3. N 0.396
4. N -0.429
5. N -0.498

[2]
Here is a 3-piece molecular cluster, CH7NO2 overall from the Open Molecules 2025 dataset. Energies are from the ωB97M-V functional and the def2-TZVPD basis.

CARTESIAN COORDINATES (ANGSTROEM)
C1 -1.5939 -0.8096 -1.1000
N1 -1.9835 0.3496 -1.3126
H1 -1.0073 -1.1431 -0.2389
H2 -1.7289 -1.6770 -1.7750
H3 -2.5603 0.6153 -2.1011
O1 3.6756 4.2268 -1.9683
H4 3.9788 4.5967 -2.8052
H5 3.7429 4.8658 -1.2560
O2 -0.9456 -3.9015 3.9827
H6 -0.5214 -3.3048 4.6130
H7 -0.2160 -4.3857 3.5849

Values from the calculation:
Total energy: -6734.336 eV
LUMO level: 0.952 eV
SMILES string: C=N.O.O
F_max: 2.21 eV/Å
Energy above the lowest of the compared OMol25 structures with the same formula, charge and spin: 97.3 kJ/mol
Kohn-Sham gap: 10.5 eV

Mulliken atomic charge list, values in e, 5 entries:
1. C -0.188
2. N -0.471
3. H 0.222
4. H 0.195
5. H 0.241

[3]
Here is a 2-piece molecular cluster, CH7NO2 overall from the Open Molecules 2025 dataset. Energies are from the ωB97M-V functional and the def2-TZVPD basis.

CARTESIAN COORDINATES (ANGSTROEM)
N1 -0.8031 -1.8489 -0.7799
C1 -1.6063 -0.6514 -0.9043
O1 -0.7696 0.2887 -1.6194
H1 -0.1865 -1.8352 -1.5720
H2 -0.2370 -1.6885 0.0397
H3 -2.5955 -0.7594 -1.3457
H4 -1.7755 -0.2072 0.0771
H5 -1.2802 1.0667 -1.8784
O2 2.7494 1.9442 2.9094
H6 2.1575 1.8265 2.1604
H7 3.2240 1.1282 3.0732

Values from the calculation:
Total energy: -6735.048 eV
LUMO level: 0.566 eV
SMILES string: NCO.O
F_max: 1.37 eV/Å
Energy above the lowest of the compared OMol25 structures with the same formula, charge and spin: 28.6 kJ/mol
Kohn-Sham gap: 10.6 eV

Mulliken atomic charge list, values in e, 5 entries:
1. N -0.623
2. C -0.138
3. O -0.547
4. H 0.273
5. H 0.251

[4]
Here is a 3-piece molecular cluster, CH7NO2 overall from the Open Molecules 2025 dataset. Energies are from the ωB97M-V functional and the def2-TZVPD basis.

CARTESIAN COORDINATES (ANGSTROEM)
C1 3.2335 -1.2657 -1.7369
N1 2.7321 -1.4562 -0.5802
H1 3.7158 -0.3095 -1.8991
H2 3.1293 -2.0702 -2.4519
H3 2.3288 -2.3947 -0.5499
O1 -0.3471 -0.5210 -1.5240
H4 -0.3548 -0.7754 -0.6006
H5 0.4930 -0.1134 -1.6382
O2 -4.8091 2.7455 3.9309
H6 -5.6679 2.6340 3.5572
H7 -4.4535 3.5267 3.4927

Values from the calculation:
Total energy: -6734.538 eV
LUMO level: 1.039 eV
SMILES string: C=N.O.O
F_max: 1.70 eV/Å
Energy above the lowest of the compared OMol25 structures with the same formula, charge and spin: 77.7 kJ/mol
Kohn-Sham gap: 11.6 eV

Mulliken atomic charge list, values in e, 5 entries:
1. C -0.287
2. N -0.489
3. H 0.304
4. H 0.232
5. H 0.250

[5]
Here is a 2-piece molecular cluster, CH7NO2 overall from the Open Molecules 2025 dataset. Energies are from the ωB97M-V functional and the def2-TZVPD basis.

CARTESIAN COORDINATES (ANGSTROEM)
N1 -0.0327 0.0517 0.1255
C1 1.0349 0.6302 -0.7111
O1 0.7111 2.0027 -0.9593
H1 -0.1076 0.5162 1.0563
H2 -0.8714 0.2121 -0.4054
H3 1.9612 0.8366 -0.1894
H4 1.3054 0.1242 -1.7530
H5 0.3213 2.1267 -1.7040
H6 -0.7324 -2.9535 1.1698
H7 -1.3770 -1.5707 1.1496
O2 -1.5212 -2.4320 1.4673

Values from the calculation:
Total energy: -6724.162 eV
LUMO level (alpha / beta): -4.094 / -10.398 eV
Spin multiplicity: 2
Charge: +1
F_max: 9.25 eV/Å
Expectation value of S²: 0.7580
Energy above the lowest of the compared OMol25 structures with the same formula, charge and spin: 133.2 kJ/mol
Kohn-Sham gap (alpha / beta): 11.4 / 5.0 eV

Mulliken atomic charge list, values in e, 5 entries:
1. N -0.174
2. C -0.313
3. O -0.291
4. H 0.374
5. H 0.359

[6]
Here is a 2-piece molecular cluster, CH7NOS overall from the Open Molecules 2025 dataset. Energies are from the ωB97M-V functional and the def2-TZVPD basis.

CARTESIAN COORDINATES (ANGSTROEM)
N1 0.7416 -0.8865 -1.3274
C1 0.7387 -0.5924 0.0825
O1 2.0223 -0.8041 0.6330
H1 -0.1662 -0.7450 -1.7656
H2 1.2056 -1.7182 -1.6175
H3 0.4575 0.4605 0.1860
H4 0.0235 -1.2260 0.6181
H5 2.1941 -0.0891 1.2290
S1 -2.6460 2.4294 0.4889
H6 -2.8526 1.5687 1.5012
H7 -1.7185 1.6027 -0.0282

Values from the calculation:
Total energy: -15522.628 eV
LUMO level: 0.674 eV
SMILES string: NCO.S
F_max: 1.22 eV/Å
Energy above the lowest of the compared OMol25 structures with the same formula, charge and spin: 32.3 kJ/mol
Kohn-Sham gap: 9.9 eV

Mulliken atomic charge list, values in e, 5 entries:
1. N -0.522
2. C -0.012
3. O -0.533
4. H 0.196
5. H 0.188

[7]
Here is a 2-piece molecular cluster, CH7NS2 overall from the Open Molecules 2025 dataset. Energies are from the ωB97M-V functional and the def2-TZVPD basis.

CARTESIAN COORDINATES (ANGSTROEM)
C1 -2.0714 -0.6651 0.1119
N1 -1.2485 0.5498 0.1760
H1 -2.0803 -1.1317 -0.8769
H2 -3.0942 -0.4343 0.3966
H3 -1.6676 -1.3860 0.8303
H4 -1.7850 1.3707 -0.0776
H5 -0.5351 0.5017 -0.5431
S1 4.1249 0.7022 -0.5281
S2 2.8674 0.7438 1.1051
H6 3.6657 -0.4203 -1.0926
H7 1.8241 0.1691 0.4984

Values from the calculation:
Total energy: -24310.416 eV
LUMO level: 0.465 eV
SMILES string: CN.SS
F_max: 0.69 eV/Å
Energy above the lowest of the compared OMol25 structures with the same formula, charge and spin: 77.1 kJ/mol
Kohn-Sham gap: 9.0 eV

Mulliken atomic charge list, values in e, 5 entries:
1. C -0.650
2. N -0.526
3. H 0.246
4. H 0.288
5. H 0.223

[8]
Here is CH7O2 as an isolated structure from the Open Molecules 2025 dataset. Energies are from the ωB97M-V functional and the def2-TZVPD basis.

CARTESIAN COORDINATES (ANGSTROEM)
O1 -0.9934 0.0354 1.6090
H1 -1.0808 1.1233 1.4612
H2 -0.6602 -0.0022 2.5086
H3 0.0896 -0.2421 1.1210
C1 0.1138 -0.0354 -1.4422
O2 0.8021 -0.0807 -0.1335
H4 -0.2297 -1.1363 -1.5134
H5 -0.7329 0.7155 -1.3019
H6 1.0105 0.2022 -2.1620
H7 1.6809 -0.5797 -0.1467

Values from the calculation:
Total energy: -5236.238 eV
LUMO level: -4.610 eV
Charge: +1
F_max: 4.13 eV/Å
Energy above the lowest of the compared OMol25 structures with the same formula, charge and spin: 154.2 kJ/mol
Kohn-Sham gap: 11.7 eV

Mulliken atomic charge list, values in e, 5 entries:
1. O -0.554
2. H 0.480
3. H 0.432
4. H 0.498
5. C -0.405

[9]
Here is a 3-piece molecular cluster, CH7O2S overall from the Open Molecules 2025 dataset. Energies are from the ωB97M-V functional and the def2-TZVPD basis.

CARTESIAN COORDINATES (ANGSTROEM)
C1 -1.0877 0.9970 -0.5984
S1 0.0620 0.0307 0.4404
H1 -0.6861 1.1045 -1.6140
H2 -2.0573 0.5227 -0.6747
H3 -1.2350 1.9903 -0.1688
H4 -1.1929 -3.3179 0.5541
H5 -1.2595 -1.8019 0.6821
O1 -1.8331 -2.6087 0.6440
H6 3.2028 0.8516 -0.8960
H7 1.9921 1.3436 -0.1075
O2 2.6440 1.6216 -0.7817

Values from the calculation:
Total energy: -16082.170 eV
LUMO level: 4.111 eV
Charge: -1
F_max: 0.59 eV/Å
Energy above the lowest of the compared OMol25 structures with the same formula, charge and spin: 9.3 kJ/mol
Kohn-Sham gap: 7.0 eV

Mulliken atomic charge list, values in e, 5 entries:
1. C -0.742
2. S -0.734
3. H 0.210
4. H 0.260
5. H 0.209

[10]
Here is a 4-piece molecular cluster, CH7O5 overall from the Open Molecules 2025 dataset. Energies are from the ωB97M-V functional and the def2-TZVPD basis.

CARTESIAN COORDINATES (ANGSTROEM)
O1 1.0142 1.6114 0.0383
C1 1.4176 0.5410 0.5190
O2 0.7430 -0.3672 1.0667
H1 2.5244 0.3784 0.5070
H2 -1.8628 -0.5022 0.7559
H3 -1.0546 -1.2829 -0.1627
O3 -1.9411 -1.3116 0.2278
H4 0.7964 -2.3022 0.6643
H5 -0.3566 -3.1064 1.2216
O4 0.5085 -3.2231 0.7952
H6 -1.1556 3.7522 -1.9299
H7 -0.2083 2.6092 -1.4841
O5 -0.4251 3.2034 -2.2191

Values from the calculation:
Total energy: -11390.467 eV
LUMO level: 3.857 eV
Charge: -1
F_max: 0.49 eV/Å
Energy above the lowest of the compared OMol25 structures with the same formula, charge and spin: 40.4 kJ/mol
Kohn-Sham gap: 9.0 eV

Mulliken atomic charge list, values in e, 5 entries:
1. O -0.625
2. C -0.022
3. O -0.680
4. H 0.302
5. H 0.339

[11]
Here is a 2-piece molecular cluster, CH7OS2 overall from the Open Molecules 2025 dataset. Energies are from the ωB97M-V functional and the def2-TZVPD basis.

CARTESIAN COORDINATES (ANGSTROEM)
O1 0.5619 -1.5974 -0.3437
H1 -0.5331 -0.7293 1.2642
H2 0.9215 -2.4480 -0.0813
H3 0.5902 -1.7127 -1.3154
C1 -0.9676 0.9197 -0.4374
S1 -0.6504 0.5953 1.2769
S2 1.2348 1.3159 1.4895
H4 -1.9256 0.6590 -0.8893
H5 -0.2339 0.5565 -1.1633
H6 -0.8962 2.0091 -0.4962
H7 1.8986 0.4321 0.6961

Values from the calculation:
Total energy: -24860.664 eV
LUMO level: -4.463 eV
Charge: +1
F_max: 2.02 eV/Å
Energy above the lowest of the compared OMol25 structures with the same formula, charge and spin: 23.7 kJ/mol
Kohn-Sham gap: 10.9 eV

Mulliken atomic charge list, values in e, 5 entries:
1. O -0.581
2. H 0.277
3. H 0.293
4. H 0.301
5. C -0.791

[12]
Here is an isolated molecule of CH8ClNSi2 from the Open Molecules 2025 dataset. Energies are from the ωB97M-V functional and the def2-TZVPD basis.

CARTESIAN COORDINATES (ANGSTROEM)
C1 1.2952 -0.1254 -1.8113
Si1 -0.4433 -0.4776 -1.0174
Cl1 -0.5435 -2.4948 -1.1135
N1 -0.1341 0.0384 0.6338
Si2 -1.2545 0.0380 1.9814
H1 1.5958 -0.6754 -2.6826
H2 1.2859 0.9820 -2.0173
H3 1.8879 -0.2237 -0.9127
H4 -1.7152 -0.0904 -1.5270
H5 0.2301 0.9773 0.5282
H6 -0.6298 0.1661 3.3196
H7 -1.8785 -1.1704 1.8303
H8 -2.1381 1.2740 2.1451

Values from the calculation:
Total energy: -30936.484 eV
LUMO level: 0.722 eV
SMILES string: C[Si@@H](Cl)N[SiH3]
F_max: 3.28 eV/Å
Energy above the lowest of the compared OMol25 structures with the same formula, charge and spin: 7.0 kJ/mol
Kohn-Sham gap: 10.9 eV

Mulliken atomic charge list, values in e, 5 entries:
1. C -0.954
2. Si 0.489
3. Cl -0.265
4. N -0.164
5. Si 0.241

Question: The lowest total energy belongs to which entry?
Answer: CH8ClNSi2

Question: Which value of F_max does entry 8 give?
Answer: 4.13 eV/Å

Question: What is the formula in the ninth record?
Answer: CH7O2S